# 1
119
Properties=species:S:1:pos:R:3:forces:R:3 method="wB97M-V/def2-TZVPD" s_squared=0.78 spin_multiplicity=2 charge=-2 homo_lumo_gap_ev="2.619 / 5.314" e_tot_ev=-129718.7345
K -0.853300 1.287118 0.188199 -3.2 0.2 -0.8
Cl 2.312000 1.963518 7.179499 0.1 0.0 0.4
C 1.783600 1.872418 5.512799 0.0 0.1 -0.2
C 2.309100 0.865218 4.712099 0.3 -0.2 0.6
C 1.894700 0.838818 3.381699 -0.6 0.7 -0.5
Cl 2.515600 -0.416382 2.334399 0.2 -0.7 0.4
C 0.995600 1.757518 2.814099 0.8 -0.4 0.4
O 0.686900 1.717718 1.572999 1.3 0.3 1.4
C 0.456700 2.768118 3.700199 -0.3 0.3 -0.4
C -0.493600 3.712518 3.246199 0.2 0.1 0.6
O -1.036500 3.817118 2.130599 -0.5 0.1 -0.9
C 0.892200 2.802718 5.047499 0.2 -0.1 0.3
H 3.016200 0.143018 5.088399 0.0 0.0 0.1
H -0.778900 4.458718 4.028299 0.0 -0.1 0.1
H 0.509000 3.573318 5.702099 0.0 0.0 0.1
C -3.314400 -2.536482 3.223299 0.0 0.2 -0.2
C -2.608000 -1.400582 2.468599 0.2 -0.2 1.0
C -1.138000 -1.762282 2.254899 -0.3 0.1 -0.1
C -2.706800 -0.117682 3.301199 0.0 -0.3 -0.4
O -3.239000 -1.162682 1.226599 -0.1 0.2 -0.2
Si -3.701400 -2.264382 0.090499 -0.2 0.3 -0.5
S -3.900500 -1.355582 -1.727601 0.1 -0.1 0.0
O -2.608400 -3.484082 0.249799 0.1 0.3 0.2
C -2.480700 -4.717882 -0.382801 0.3 -0.9 -0.3
C -3.170500 -5.802682 0.461499 0.1 0.3 -0.2
C -3.092300 -4.710282 -1.783401 0.2 0.1 0.2
C -0.974200 -5.007182 -0.470101 -0.3 0.1 0.0
O -5.092400 -3.060982 0.573299 0.5 -0.2 0.2
C -6.414200 -2.615982 0.478399 -0.9 0.1 -0.1
C -6.521900 -1.144682 0.878599 0.1 -0.2 0.0
C -6.919700 -2.800982 -0.957801 0.2 0.1 0.2
C -7.240800 -3.485582 1.439599 0.3 0.2 -0.2
H -2.810000 -2.735082 4.168399 0.0 0.0 0.1
H -3.307800 -3.431782 2.610699 0.0 -0.2 0.0
H -4.350900 -2.264782 3.420999 -0.1 0.0 0.0
H -0.657900 -1.995282 3.204699 0.1 0.1 0.1
H -0.612600 -0.935982 1.784499 0.2 0.0 0.0
H -1.081700 -2.619982 1.593199 0.2 -0.1 0.0
H -2.273700 -0.287382 4.284699 0.1 0.1 0.1
H -3.747900 0.178418 3.417399 -0.1 0.0 0.0
H -2.169600 0.692718 2.815199 0.1 0.2 0.0
H -4.225900 -5.560982 0.551599 -0.2 0.0 0.0
H -2.732600 -5.833982 1.456499 0.1 0.0 0.1
H -3.055300 -6.776882 -0.011401 0.0 -0.1 0.0
H -4.169300 -4.594582 -1.701101 -0.2 0.0 -0.1
H -2.862600 -5.635382 -2.309701 0.0 -0.2 0.0
H -2.709900 -3.861582 -2.342601 0.0 0.0 -0.1
H -0.552200 -5.059282 0.531999 0.1 0.0 0.1
H -0.482000 -4.196282 -1.002701 0.1 0.1 -0.1
H -0.789100 -5.949082 -0.985801 0.0 -0.1 0.0
H -5.981900 -0.542782 0.154199 0.0 0.2 -0.1
H -6.051700 -0.999982 1.846699 0.0 0.1 0.2
H -7.559900 -0.820782 0.923999 -0.1 0.0 0.0
H -6.263500 -2.245282 -1.625201 -0.1 0.0 -0.1
H -7.941100 -2.440682 -1.062601 -0.2 0.0 0.0
H -6.877500 -3.853382 -1.232701 0.0 -0.2 0.0
H -6.871100 -3.365982 2.454599 0.1 0.0 0.2
H -7.147000 -4.531882 1.157299 0.0 -0.1 0.0
H -8.290600 -3.203582 1.405799 -0.2 0.0 0.0
C -0.257600 -0.494982 -2.702001 0.0 0.2 0.2
C 0.704200 0.008218 -1.653301 0.0 -0.9 0.0
O 0.634200 -0.475282 -0.485601 0.3 -1.0 -0.3
N 1.625500 0.874018 -1.987101 0.2 0.8 -0.4
Te 2.575800 1.204418 -0.253201 1.1 0.2 -0.9
C 4.358700 -0.016082 -0.503001 0.2 -0.5 0.5
C 4.401000 -1.268682 -1.129701 -0.3 0.3 -0.2
C 3.229300 -1.777582 -1.903301 -0.1 0.0 -0.1
C 5.532400 -2.059982 -1.030401 0.5 0.0 0.2
C 6.633100 -1.670282 -0.275901 -0.2 0.1 0.0
C 7.835400 -2.562882 -0.158201 0.0 0.0 0.1
C 6.560600 -0.459082 0.401199 0.2 -0.3 -0.2
C 5.444700 0.356818 0.308399 -0.3 0.2 -0.2
C 5.403900 1.627718 1.097299 0.1 0.1 0.1
C 3.543800 2.930018 -1.119901 0.0 0.6 -0.2
C 4.249000 2.975218 -2.326201 -0.1 -0.4 0.2
C 4.434200 1.736718 -3.145601 0.0 0.0 -0.1
C 4.802000 4.170018 -2.765101 0.1 0.4 0.1
C 4.673800 5.345718 -2.034501 -0.1 -0.3 0.1
C 5.289700 6.636718 -2.498301 -0.1 -0.1 0.0
C 3.949100 5.298018 -0.848501 0.2 0.1 -0.3
C 3.380700 4.121118 -0.390301 0.0 -0.3 0.1
C 2.599200 4.131118 0.884599 -0.1 0.2 0.1
H 0.209400 -1.326482 -3.229801 0.1 -0.1 -0.1
H -0.512000 0.285318 -3.410001 0.1 0.1 -0.2
H -1.160800 -0.861682 -2.221601 -0.1 -0.1 0.0
H 2.335600 -1.683982 -1.291901 -0.1 -0.2 -0.1
H 3.362000 -2.821982 -2.179801 0.0 -0.1 0.0
H 3.079500 -1.188682 -2.809201 -0.1 0.0 0.0
H 5.563000 -3.015682 -1.544401 -0.1 0.0 0.0
H 7.924300 -3.204182 -1.034901 0.0 0.0 0.0
H 7.755000 -3.202482 0.724699 0.0 0.0 0.0
H 8.748800 -1.976882 -0.061201 0.1 0.0 0.0
H 7.392200 -0.154882 1.026099 0.0 0.1 0.1
H 6.227900 1.668918 1.807999 0.0 0.0 0.1
H 4.465300 1.680118 1.654299 0.0 0.1 0.2
H 5.454600 2.503518 0.450299 0.0 0.0 0.0
H 3.520900 1.150118 -3.101401 0.0 -0.1 -0.2
H 5.252800 1.140518 -2.744901 0.1 -0.1 0.0
H 4.662300 1.985418 -4.180601 0.0 0.0 -0.1
H 5.349100 4.184618 -3.701401 0.0 0.0 -0.1
H 5.913400 6.478618 -3.376401 0.0 0.0 -0.1
H 5.904400 7.074118 -1.710501 0.0 0.0 0.0
H 4.516100 7.363418 -2.752101 0.0 0.0 0.0
H 3.818800 6.209518 -0.277501 0.0 0.0 0.1
H 2.545900 5.136418 1.302199 0.0 0.0 0.0
H 3.045700 3.475218 1.635799 -0.1 0.0 0.1
H 1.582200 3.772518 0.713199 -0.1 0.1 0.3
C -4.570200 2.249418 -4.372101 -0.3 -0.1 -0.2
N -3.652900 2.671118 -3.354501 0.1 0.1 0.1
C -3.162100 3.934518 -3.170501 0.1 0.3 0.0
C -2.325400 3.858418 -2.098001 -0.2 0.2 -0.2
N -2.304900 2.586718 -1.621901 0.1 -0.2 0.1
C -3.106200 1.896918 -2.390701 -0.1 -0.1 -0.1
H -4.229100 2.593618 -5.351901 0.0 -0.1 0.0
H -5.571000 2.655618 -4.191601 0.1 -0.1 0.0
H -4.619200 1.161018 -4.360501 0.0 0.1 0.0
H -3.430700 4.748818 -3.811801 -0.1 0.2 -0.1
H -1.756100 4.632618 -1.630201 0.2 0.3 0.1
H -3.342100 0.848718 -2.287001 0.0 -0.2 0.1

=====

# 2
122
Properties=species:S:1:pos:R:3:forces:R:3 method="wB97M-V/def2-TZVPD" charge=+2 e_above_lowest_kj_mol=138.7 homo_lumo_gap_ev=6.710 e_tot_ev=-110423.5397
Ti -0.755783 0.081887 -0.989683 -1.0 -0.1 -0.4
C 1.300194 -5.807272 -0.643638 0.0 0.0 0.0
C 1.390883 -4.362358 -1.123645 -0.1 0.0 -0.1
C 2.686606 -4.122540 -1.902582 0.0 0.0 0.0
C 1.293173 -3.389822 0.025685 0.0 0.0 0.0
C 1.376744 -3.670870 1.395605 0.1 0.1 0.1
C 1.437720 -2.437195 2.021926 -0.1 0.0 0.0
C 1.533363 -2.083513 3.470938 0.0 0.0 0.0
C 2.247454 -3.170663 4.266300 0.0 0.0 0.0
C 0.137376 -1.792999 4.029855 -0.1 0.1 0.0
N 1.352004 -1.491036 1.063549 0.0 0.0 -0.1
N 1.251410 -2.066184 -0.166954 0.2 -0.1 -0.1
B 1.759912 -0.006659 1.119716 0.0 0.1 0.2
N 2.120079 0.445398 -0.299316 0.1 -0.2 -0.2
N 1.189258 1.019959 -1.155946 0.2 0.0 0.1
C 1.935722 1.643512 -2.141525 -0.1 0.1 0.0
C 3.260086 1.315365 -1.954167 0.0 0.0 0.1
C 3.353556 0.564738 -0.791136 -0.1 0.0 0.0
C 4.647997 0.041824 -0.219840 0.0 0.0 -0.1
C 4.595427 -1.374352 0.352473 0.0 0.0 0.0
C 5.306450 1.015434 0.758635 0.1 0.0 0.0
C 1.656076 2.734102 -3.193487 0.1 0.0 0.0
C 1.932156 2.280581 -4.634480 0.0 0.1 0.0
C 0.433308 3.642586 -3.102784 0.1 0.0 0.0
N 0.606203 0.878011 1.646367 0.1 0.1 -0.2
N -0.664709 0.618183 1.183026 0.0 0.1 0.5
C -1.516492 1.188507 2.083147 0.1 0.2 -0.1
C -0.770763 1.880727 3.023576 0.0 0.0 -0.1
C 0.564104 1.668711 2.731126 -0.1 -0.1 0.1
C 1.678900 2.277528 3.545419 -0.1 0.1 0.0
C 3.013328 2.520856 2.849873 0.0 0.0 0.1
C 1.872384 1.533556 4.870210 0.0 0.0 0.0
C -3.009341 1.058291 2.345122 0.1 0.0 0.1
C -4.014710 0.827897 1.235929 0.0 0.0 -0.2
C -3.201952 -0.010004 3.437115 0.0 -0.1 0.0
H 1.309164 -6.486704 -1.494568 0.0 0.0 0.0
H 0.392275 -5.997111 -0.068699 0.0 0.0 0.0
H 2.156207 -6.059918 -0.016122 0.0 0.0 0.0
H 0.558210 -4.198527 -1.820478 0.1 0.0 0.1
H 3.551815 -4.314595 -1.266172 0.0 0.0 0.0
H 2.754262 -3.095544 -2.265072 0.0 0.0 0.0
H 2.745310 -4.795802 -2.757489 0.0 0.0 0.0
H 1.452531 -4.636122 1.862825 0.0 0.0 0.0
H 2.118340 -1.162534 3.535430 0.0 0.0 0.0
H 1.668332 -4.095415 4.272972 0.0 0.0 0.0
H 2.374037 -2.858714 5.302428 0.0 0.0 0.0
H 3.231681 -3.387574 3.851901 0.0 0.0 0.0
H -0.486485 -2.688119 3.984373 0.0 0.0 0.0
H -0.358442 -0.996394 3.464244 0.0 -0.1 0.0
H 0.195345 -1.476300 5.071373 0.0 0.0 0.0
H 2.688920 0.151149 1.839284 0.0 -0.1 0.0
H 4.089087 1.666943 -2.545094 0.0 0.0 0.0
H 5.291128 0.005849 -1.105138 0.0 0.0 0.0
H 4.150896 -1.391709 1.346822 0.0 0.0 0.0
H 5.612124 -1.754545 0.448262 0.0 0.0 0.0
H 4.035860 -2.053738 -0.288088 0.0 0.0 0.0
H 4.805078 1.004575 1.723909 0.1 -0.1 -0.2
H 5.310701 2.037506 0.380548 0.0 0.0 0.0
H 6.340890 0.712821 0.917478 0.0 0.0 0.0
H 2.489760 3.401403 -2.951084 0.0 0.0 -0.1
H 1.115190 1.704375 -5.062042 0.0 0.0 0.0
H 2.840731 1.684869 -4.704015 0.0 0.0 0.0
H 2.068781 3.166592 -5.254572 0.0 0.0 0.0
H -0.492588 3.173519 -3.427421 0.1 0.0 0.0
H 0.611509 4.489063 -3.766284 0.0 0.0 0.0
H 0.304757 4.049886 -2.100290 0.2 -0.1 -0.4
H -1.157845 2.448411 3.853634 0.0 0.0 0.0
H 1.261121 3.259109 3.794595 0.0 0.0 0.0
H 3.641257 1.634996 2.885781 -0.1 0.1 0.1
H 3.544246 3.315652 3.372584 0.0 0.0 0.0
H 2.902378 2.818915 1.805361 0.0 0.0 0.0
H 2.298986 0.544435 4.703526 0.0 0.0 0.0
H 0.934573 1.416701 5.413002 0.0 0.0 0.0
H 2.563818 2.089485 5.502741 0.0 0.0 0.0
H -3.264303 2.020881 2.796273 0.0 0.0 0.0
H -3.870915 -0.124028 0.730014 0.0 -0.1 -0.1
H -4.014316 1.625587 0.498299 0.0 0.1 -0.1
H -5.008847 0.798882 1.682371 0.0 0.0 0.0
H -3.028630 -1.019344 3.049723 0.0 0.0 0.0
H -4.227132 0.017537 3.805131 0.0 0.0 0.0
H -2.528539 0.137980 4.279153 0.0 0.0 0.0
S -5.556481 5.463877 -3.712681 0.1 -0.1 0.0
N -5.659740 3.858413 -3.777108 0.0 0.0 0.0
C -4.647690 3.382619 -3.068086 -0.1 -0.1 -0.1
C -4.384053 1.979479 -2.813177 -0.1 0.0 0.0
C -5.272675 0.955407 -3.154720 0.0 0.0 0.0
C -4.973221 -0.315882 -2.739702 0.0 0.0 0.0
C -3.785096 -0.542545 -2.047284 0.0 -0.1 0.0
N -2.900979 0.397721 -1.748149 0.1 0.0 0.1
C -3.225338 1.661537 -2.115132 0.0 0.1 0.2
C -2.363423 2.696437 -1.586378 -0.2 -0.1 0.0
N -1.307734 2.247788 -0.889803 0.3 0.2 0.2
C -0.588921 3.143281 -0.208124 -0.2 0.0 0.0
C -0.891277 4.500698 -0.196295 -0.2 0.0 0.1
C -1.937131 4.971020 -0.960795 0.1 0.0 0.1
C -2.689594 4.048484 -1.684714 -0.1 0.0 0.0
C -3.837252 4.390252 -2.502719 0.1 0.1 0.0
N -4.244482 5.617016 -2.790046 0.0 0.0 0.0
H -6.172353 1.184590 -3.709467 0.0 0.0 0.0
H -5.624631 -1.150857 -2.952147 0.0 0.0 0.0
H -3.553138 -1.536426 -1.726743 0.0 0.0 0.0
H 0.270544 2.773099 0.324616 0.0 0.0 0.0
H -0.276873 5.168468 0.390524 0.0 0.0 0.0
H -2.187294 6.022539 -1.005836 0.0 0.0 0.0
N -1.688163 -1.580193 0.382798 0.0 0.2 -0.1
C -2.619316 -2.712721 0.158230 0.0 -0.1 0.0
C -2.100884 -3.673669 -0.899246 -0.1 0.0 0.0
C -1.786137 -3.037149 -2.243956 0.0 0.1 0.0
N -0.822051 -1.912940 -2.068186 0.3 -0.1 -0.1
H -0.792398 -1.958149 0.698193 0.0 0.0 0.1
H -2.015714 -1.045323 1.177677 -0.1 -0.1 0.1
H -3.601489 -2.311821 -0.083890 0.0 0.0 0.0
H -2.745670 -3.251073 1.101490 0.1 0.0 0.0
H -2.822978 -4.479447 -1.036355 0.0 0.0 0.0
H -1.193291 -4.144413 -0.513224 0.0 0.0 0.0
H -2.658849 -2.690974 -2.791901 0.1 0.0 0.0
H -1.313547 -3.772226 -2.899491 0.0 0.0 0.1
H -0.342118 -1.762755 -2.950432 -0.1 0.0 0.0
H -0.083624 -2.266044 -1.450789 0.1 0.1 -0.1
S -0.437899 0.593333 -3.405502 -0.2 -0.2 0.1
C -1.657672 -0.264161 -4.197838 0.1 0.1 0.1
N -2.478751 -0.883861 -4.721431 0.0 -0.1 0.0